[1]
DFT (ωB97M-V/def2-TZVPD) results for an isolated ion of composition C7H12O2P and charge -1 at a distorted geometry.

```
! RIJCOSX wB97M-V def2-TZVPD def2/J DEFGRID3
* xyz -1 1
C -1.63325 -1.64994 -3.58803
C -1.16375 -0.98428 -2.48173
C -0.81481 -0.20476 0.10333
C -1.48293 -0.98171 -1.11641
C 0.46684 0.43036 0.54280
C 1.35150 1.11830 -0.50331
C 1.51905 0.00659 2.95589
O -0.96863 1.05150 2.83913
O 0.92114 2.63935 2.19613
P 0.38854 1.24598 2.18420
H -0.91950 -1.58565 -4.38932
H -2.65112 -2.10407 -3.55772
H -0.21065 -0.28243 -2.65694
H -1.32714 0.81167 0.12084
H -1.49242 -0.66205 0.90668
H -2.28863 -1.73257 -0.83960
H 2.10844 0.29908 -0.80125
H 1.86815 2.03069 0.01340
H 0.77958 1.32884 -1.50613
H 1.81484 0.26153 3.92105
H 1.15623 -0.90737 3.08873
H 2.57853 -0.12907 2.56826
*
```

Highest occupied orbital energy (alpha / beta), eV: -4.685 / -3.669
ΔE to the lowest compared entry with this formula, charge and spin, kcal/mol: 114.2
Orbital gap (alpha / beta), eV: 8.04 / 6.16
E_tot, a.u.: -765.676946


[2]
DFT (ωB97M-V/def2-TZVPD) results for one molecule with the formula C7H12O2S2 at a distorted geometry.

```
! RIJCOSX wB97M-V def2-TZVPD def2/J DEFGRID3
* xyz 0 1
C -0.39855 -0.35877 -1.05876
C 2.33928 1.29140 -0.54851
C 2.50679 -0.19699 -0.31495
C -0.10316 0.15869 0.30968
C -1.15633 -1.65384 -1.06913
C -2.31497 1.19309 0.99012
C -1.21070 0.19741 1.33870
O 0.02395 0.16943 -2.05969
O 1.15673 -2.18995 0.80787
S 0.81461 1.92029 0.23706
S 1.36341 -0.76004 1.02476
H 3.14623 1.87731 -0.10921
H 2.27349 1.50899 -1.61446
H 2.26458 -0.78193 -1.20073
H 3.50761 -0.46168 0.02269
H -0.75610 -2.32587 -0.30754
H -1.06967 -2.10577 -2.05645
H -2.20968 -1.47220 -0.85445
H -1.92685 2.20712 1.00733
H -3.12144 1.12062 1.71751
H -2.72309 0.99741 0.00101
H -1.63403 -0.80524 1.43546
H -0.77210 0.47053 2.30169
*
```

Highest occupied orbital energy, eV: -9.056
ΔE to the lowest compared entry with this formula, charge and spin, kcal/mol: 0.0
Orbital gap, eV: 9.67
E_tot, a.u.: -1220.747701


[3]
DFT (ωB97M-V/def2-TZVPD) results for C7H12O3 as an isolated structure at a distorted geometry.

```
! RIJCOSX wB97M-V def2-TZVPD def2/J DEFGRID3
* xyz 0 1
C 1.86093 -3.98218 6.76930
C 0.98291 -3.10879 5.92125
O -0.22548 -3.25778 5.85257
C 1.67024 -2.03062 5.13394
C 2.87953 -2.35588 4.22020
C 2.29993 -1.38365 3.16651
C 0.94983 -1.44507 3.89479
C -0.34999 -0.70479 3.96227
O -1.09904 -0.93110 2.89400
H 2.56497 -3.37129 7.35112
H 2.46508 -4.61954 6.10539
H 1.25664 -4.61576 7.42717
H 1.92859 -1.23187 5.84699
H 2.85753 -3.40117 3.88584
H 3.87161 -2.12705 4.62576
H 2.28230 -1.67308 2.10972
H 2.73752 -0.37947 3.22484
H -0.87775 -0.66168 4.93149
H 0.78389 0.02480 4.16803
O 0.22800 -2.96732 2.78479
H -0.81973 -2.04828 2.46672
H -0.13743 -3.55233 3.45945
*
```

Highest occupied orbital energy, eV: -8.936
ΔE to the lowest compared entry with this formula, charge and spin, kcal/mol: 118.3
Orbital gap, eV: 9.26
E_tot, a.u.: -499.457930


[4]
DFT (ωB97M-V/def2-TZVPD) results for C7H12O3S as an isolated structure at a distorted geometry.

```
! RIJCOSX wB97M-V def2-TZVPD def2/J DEFGRID3
* xyz 0 1
C 0.16803 0.72379 1.09882
C -0.99625 0.15322 1.20109
C -0.26328 -0.21351 -1.31646
C 1.07550 0.43865 0.01634
C -1.93682 0.00942 2.31839
C 0.62717 -0.87595 -2.28336
C 1.59481 1.65622 -0.63212
O -2.53860 -1.35148 -0.43645
O -0.41314 -2.13957 0.59900
O 1.98172 -0.51874 0.39910
S -1.18964 -1.09576 -0.09006
H 0.54273 1.32012 1.80916
H -0.89388 0.58811 -1.51136
H -2.66555 0.82732 2.38683
H -1.45470 -0.18210 3.31994
H -2.52602 -0.96418 2.00783
H 1.18272 -1.65897 -1.70443
H 1.30023 -0.17157 -2.77147
H -0.04056 -1.36887 -2.95378
H 1.75474 1.59175 -1.65790
H 2.40641 2.04042 -0.13275
H 0.82456 2.45939 -0.55722
H 1.45981 -1.26770 0.89084
*
```

Highest occupied orbital energy, eV: -9.276
ΔE to the lowest compared entry with this formula, charge and spin, kcal/mol: 67.5
Orbital gap, eV: 9.88
E_tot, a.u.: -897.713622


[5]
DFT (ωB97M-V/def2-TZVPD) results for C7H12O3Sc as an isolated structure at a distorted geometry.

```
! RIJCOSX wB97M-V def2-TZVPD def2/J DEFGRID3
* xyz 2 2
C -2.94202 1.23365 0.01643
C -4.02470 1.66296 -0.69183
H -2.50539 0.12166 -0.01869
H -2.45918 1.88841 0.74533
H -4.34800 2.70475 -0.63733
H -4.55726 0.98582 -1.36295
H -2.69290 1.76607 -1.14285
O 4.80212 0.81153 1.40944
C 3.81569 0.71881 0.62919
O 3.64594 1.54266 -0.31006
O 2.93534 -0.24317 0.87213
C 1.76750 -0.31526 0.04955
C 0.98175 -1.54615 0.47067
C -0.20389 -1.80458 -0.39770
C -1.46682 -1.99270 0.04085
Sc 5.58050 2.55386 0.27943
H 2.06918 -0.38412 -1.00428
H 1.17629 0.60058 0.18287
H 0.68702 -1.48365 1.52735
H 1.63988 -2.42763 0.36340
H -0.03019 -1.77320 -1.47960
H -2.21642 -2.40747 -0.63746
H -1.65444 -2.21284 1.09609
*
```

Highest occupied orbital energy (alpha / beta), eV: -15.138 / -15.303
Orbital gap (alpha / beta), eV: 7.49 / 7.57
E_tot, a.u.: -1259.670744


[6]
DFT (ωB97M-V/def2-TZVPD) results for a 2-piece molecular cluster, C7H12O4P2 overall at a distorted geometry.

```
! RIJCOSX wB97M-V def2-TZVPD def2/J DEFGRID3
* xyz 0 1
C 2.33968 -1.37068 1.34085
C 2.46562 -0.27069 0.59279
C 1.09484 0.27528 0.07745
C -2.82561 -0.10286 0.05004
C 3.73746 0.38922 0.10516
C -4.17876 -1.72896 1.06195
C -0.96165 1.54453 -1.29175
O 0.12276 -0.17865 0.59688
O -3.05358 0.80489 0.82169
O 1.12233 1.35155 -0.58212
O -3.32706 -1.34809 -0.03827
P -0.71043 2.65266 -2.67483
P -1.49619 -0.13803 -1.19659
H 3.19165 -1.82148 1.85451
H 1.31887 -1.62177 1.60145
H 3.60064 0.92922 -0.81197
H 4.49005 -0.36134 0.19194
H 3.88144 1.21192 0.88763
H -3.50876 -2.26317 1.72357
H -5.02567 -2.47927 0.68096
H -4.54287 -0.70438 1.44229
H -1.12986 2.17171 -0.39079
H 0.37976 3.53741 -2.09667
H 0.06559 1.84842 -3.60475
H -2.41237 0.10556 -2.42843
*
```

Highest occupied orbital energy, eV: -8.912
ΔE to the lowest compared entry with this formula, charge and spin, kcal/mol: 26.4
Orbital gap, eV: 7.77
E_tot, a.u.: -1257.428672


[7]
DFT (ωB97M-V/def2-TZVPD) results for C7H12O5S as an isolated structure at a distorted geometry.

```
! RIJCOSX wB97M-V def2-TZVPD def2/J DEFGRID3
* xyz -2 1
C 1.52156 1.68359 0.18694
C -1.58573 1.75549 1.34746
C -0.69958 -1.91651 -1.56845
C -1.35763 0.94413 0.11042
C -0.65415 -1.59537 -0.04163
C -0.29923 -0.15225 0.30902
C 1.03794 0.27738 -0.30289
O 1.60821 2.46491 -0.80012
O 3.35606 -1.65895 -0.61575
O 1.68151 1.92789 1.39698
O 2.36669 -1.84486 1.60945
O 0.91981 0.27988 -1.61684
S 2.80077 -0.87999 0.56698
H -2.38751 2.50483 1.23534
H -0.64577 2.20733 1.68267
H -1.86670 1.03380 2.21672
H 0.23589 -2.08502 -1.94939
H -1.19364 -2.80053 -1.51546
H -1.22971 -1.14115 -2.02583
H -2.38884 0.46124 -0.23015
H -0.90034 1.75674 -0.58246
H -0.01124 -2.30790 0.48895
H -1.65028 -1.75701 0.41617
H -0.13910 -0.28125 1.47913
H 1.48101 1.12360 -1.79727
*
```

Highest occupied orbital energy, eV: 1.138
ΔE to the lowest compared entry with this formula, charge and spin, kcal/mol: 0.0
Orbital gap, eV: 5.01
E_tot, a.u.: -1048.259143


[8]
DFT (ωB97M-V/def2-TZVPD) results for one molecule with the formula C7H12S at a distorted geometry.

```
! RIJCOSX wB97M-V def2-TZVPD def2/J DEFGRID3
* xyz 0 1
C 0.35549 -0.96209 2.39435
C -0.11151 -0.53737 1.20924
S 0.45323 -1.46393 -0.22867
C 1.47105 -0.13756 -0.89114
C 2.05780 -0.41799 -2.26884
C -0.99897 0.62510 0.94921
C -1.65529 0.89462 -0.34831
C -2.50178 0.45560 0.77305
H 0.22250 -0.20165 3.25840
H 0.78343 -1.97394 2.46759
H 2.25202 0.14150 -0.16376
H 0.82641 0.70770 -0.96045
H 2.33335 0.55777 -2.64218
H 1.46290 -0.94576 -3.06143
H 3.05820 -0.96594 -2.15253
H -0.75156 1.55372 1.50185
H -1.41561 0.17081 -1.17553
H -1.80936 1.88078 -0.77614
H -3.08741 1.14650 1.44133
H -2.94491 -0.52786 0.67397
*
```

Highest occupied orbital energy, eV: -8.298
SMILES: C=C(SCC)C1CC1
ΔE to the lowest compared entry with this formula, charge and spin, kcal/mol: 59.9
Orbital gap, eV: 9.28
E_tot, a.u.: -672.021435


[9]
DFT (ωB97M-V/def2-TZVPD) results for a 2-piece molecular cluster, C7H13BN2 overall at a distorted geometry.

```
! RIJCOSX wB97M-V def2-TZVPD def2/J DEFGRID3
* xyz 0 1
B 0.43721 0.94107 -0.49379
C -1.22293 -2.32121 1.27766
C -1.85582 -2.49147 2.52060
C -0.96603 -0.97128 1.21073
C -0.69694 1.83998 -2.55563
C 2.48600 -0.55366 0.20833
C -0.39180 2.11398 -1.06737
C 1.76343 0.25393 -0.87924
N -1.97156 -1.34594 3.16921
N -1.41813 -0.43139 2.35351
H -1.00422 -3.07462 0.54940
H -2.21409 -3.39989 2.96336
H 0.22199 1.70874 -3.12429
H -1.29654 0.93470 -2.65712
H -1.25537 2.67270 -2.98075
H 1.79500 -1.24857 0.67642
H 3.32032 -1.11078 -0.21600
H 2.87258 0.11055 0.97711
H 0.17112 3.05274 -1.00149
H -1.34176 2.28887 -0.55512
H 2.48074 0.94744 -1.33645
H 1.47711 -0.45068 -1.67386
H -1.39027 0.53479 2.63479
*
```

Highest occupied orbital energy (alpha / beta), eV: -8.147 / -8.146
Orbital gap (alpha / beta), eV: 7.66 / 7.66
E_tot, a.u.: -408.726615


[10]
DFT (ωB97M-V/def2-TZVPD) results for C7H13BeO2S3 as an isolated structure.

```
! RIJCOSX wB97M-V def2-TZVPD def2/J DEFGRID3
* xyz 1 1
Be 0.99702 1.00076 -0.22178
C -0.96249 0.74142 2.04951
C -0.15121 -0.55190 2.03983
S 1.53978 -0.26623 1.42042
C 1.84513 -1.75254 0.42568
C 0.78310 -2.04481 -0.63486
S 0.24885 -0.55881 -1.54509
C -1.52827 -0.44546 -1.13018
C -1.93803 0.95144 -0.67849
S -0.85681 1.74513 0.53941
H -0.59801 1.41254 2.82844
H -2.00826 0.53271 2.27450
H -0.61923 -1.30790 1.41704
H -0.07769 -0.95054 3.05065
H 1.96182 -2.60645 1.09232
H 2.81571 -1.56253 -0.03345
H -0.09660 -2.52383 -0.21016
H 1.19820 -2.73967 -1.36346
H -1.74820 -1.19314 -0.37142
H -2.09058 -0.70855 -2.02479
H -2.95530 0.93867 -0.28770
H -1.89836 1.65244 -1.51106
O 0.35034 2.46511 -2.13367
C 1.52344 2.58699 -1.82004
O 2.05572 1.93059 -0.82092
H 2.20992 3.25457 -2.35073
*
```

Highest occupied orbital energy, eV: -13.512
Orbital gap, eV: 10.72
E_tot, a.u.: -1634.228514